(1)
{"formula": "C27H26BrClLaN11O4Se2", "method": "ωB97M-V/def2-TZVPD", "symbols": ["La", "N", "C", "N", "N", "N", "N", "C", "N", "N", "N", "N", "H", "Cl", "C", "C", "C", "C", "O", "C", "C", "O", "C", "H", "H", "H", "H", "C", "O", "C", "C", "C", "Br", "C", "C", "C", "O", "C", "N", "C", "C", "C", "C", "C", "C", "N", "H", "H", "H", "H", "H", "H", "H", "H", "H", "H", "H", "C", "Se", "C", "C", "Se", "C", "H", "H", "H", "H", "H", "H", "H", "H", "H", "H"], "xyz": [[-0.2170, 1.8321, -1.3353], [-3.9505, -0.0123, -1.6798], [-3.7349, 1.4469, -1.6965], [-4.6294, 2.3345, -1.3104], [-3.9799, 3.4984, -1.3609], [-2.7674, 3.3558, -1.7325], [-2.5688, 2.0221, -1.9611], [-2.8637, -0.8290, -1.5520], [-2.9055, -2.0401, -1.0279], [-1.6415, -2.4362, -0.9756], [-0.9105, -1.5011, -1.5949], [-1.6182, -0.4275, -1.9153], [-4.8379, -0.3263, -1.3193], [3.1476, -4.1237, -4.9637], [2.4448, -2.6796, -4.4168], [2.4353, -1.5928, -5.3018], [1.8719, -0.3719, -4.8906], [1.2431, -0.2070, -3.6429], [0.6863, 0.9345, -3.2725], [1.2209, -1.3695, -2.8012], [0.5522, -1.3312, -1.4191], [0.7206, -0.2169, -0.6765], [1.8318, -2.6052, -3.1986], [2.8626, -1.6831, -6.3093], [1.9612, 0.4948, -5.5611], [1.0163, -2.2160, -0.9200], [1.7002, -3.4158, -2.4223], [-2.1679, 4.2729, 1.5052], [-1.5188, 3.0458, 1.3469], [-1.4744, 2.2118, 2.4137], [-1.4787, 2.6606, 3.7563], [-1.5189, 1.6817, 4.7151], [-1.4254, 2.1520, 6.5624], [-1.4469, 0.3590, 4.4458], [-1.3721, -0.0502, 3.1356], [-1.4542, 0.8660, 2.0885], [-1.3473, 0.5016, 0.7569], [-1.0669, -1.4236, 2.9961], [-0.0869, -2.0065, 3.6727], [-0.1318, -3.3760, 3.2883], [0.7708, -4.3955, 3.5695], [0.5047, -5.6716, 3.1020], [-0.5921, -5.8754, 2.1793], [-1.4848, -4.8560, 1.8557], [-1.2222, -3.5906, 2.4324], [-1.7617, -2.3479, 2.2166], [-1.4300, 5.0071, 1.7541], [-3.0414, 4.3272, 2.1438], [-2.6201, 4.5719, 0.5291], [-1.2842, 3.6497, 4.0907], [-1.2550, -0.3422, 5.2304], [-0.5176, -0.0281, 0.6072], [1.6571, -4.2059, 4.1381], [1.2314, -6.4866, 3.2558], [-0.8120, -6.8206, 1.7386], [-2.2480, -5.0246, 1.1390], [-2.4740, -2.1156, 1.5649], [2.2282, 0.5773, 2.0975], [2.0198, 2.2459, 1.1448], [3.2267, 2.0863, -0.4427], [3.3681, 3.5305, -0.9727], [2.0926, 4.0887, -2.3540], [2.9266, 3.2212, -3.8956], [2.3222, -0.2829, 1.4689], [1.2602, 0.4369, 2.5528], [3.0357, 0.6369, 2.8472], [2.6463, 1.4351, -1.1596], [4.1746, 1.6213, -0.1966], [4.4032, 3.6438, -1.2701], [3.1740, 4.2698, -0.1904], [3.8319, 3.7444, -4.1642], [2.2081, 3.3827, -4.6567], [3.0813, 2.1382, -3.7809]], "forces_ev_per_angstrom": [[-0.068, -0.507, -0.624], [0.419, 2.742, -0.359], [-0.066, -2.080, 0.468], [-0.262, -0.313, -0.201], [-0.822, 1.036, 0.369], [0.199, -1.217, -0.085], [0.144, 0.114, -0.290], [0.552, 1.854, -0.853], [1.036, -0.569, 0.536], [0.693, 0.519, -1.328], [-1.332, -1.501, 1.869], [-1.258, -0.919, 0.240], [0.117, 0.066, 0.063], [0.552, -1.205, -0.254], [-0.340, 0.681, -0.862], [-0.341, 0.851, 0.646], [0.557, -0.160, -0.654], [0.002, -1.250, 0.561], [0.236, 0.275, 0.177], [0.420, 0.081, -0.653], [1.510, -0.995, -0.778], [0.261, 0.646, 0.578], [-1.526, 1.461, 2.197], [-0.103, -0.014, 0.615], [-0.279, -0.402, 0.284], [-1.178, 0.224, 0.050], [0.608, 0.577, -1.415], [-0.915, 1.609, -1.715], [0.067, -0.675, -0.455], [-0.573, 0.833, 0.578], [0.129, -1.132, -1.113], [0.322, 0.894, 1.318], [-0.086, 0.230, -0.158], [0.281, -0.233, -0.037], [-0.446, 1.054, -0.370], [0.505, -0.360, 0.460], [0.159, 0.055, 0.538], [0.921, -4.055, -0.601], [-0.491, -0.632, -0.922], [-0.411, 1.385, 0.111], [-0.335, -0.827, 0.180], [-0.374, -0.075, -1.609], [0.021, 1.144, 1.245], [1.556, 0.431, 0.921], [0.456, -0.496, -0.511], [0.385, 0.885, 0.857], [0.261, 0.686, 0.496], [0.188, -0.651, 0.747], [0.697, -0.425, 0.443], [-0.330, 0.892, -0.315], [-0.255, -0.361, 0.208], [-0.126, -0.200, -0.114], [0.271, 0.155, 0.371], [-0.564, 0.487, 0.063], [0.272, -0.698, -0.092], [-0.647, 0.006, -0.446], [-0.582, 0.057, -0.447], [0.057, 0.093, 0.509], [0.525, 0.074, -0.396], [-1.849, 0.039, -0.429], [-0.001, -0.326, 0.462], [0.653, -0.471, 0.102], [0.067, -0.424, 0.616], [0.361, -0.263, -0.724], [-0.158, 0.028, 0.654], [-0.501, 0.030, -0.423], [1.022, 0.413, 0.553], [0.005, 0.006, 0.158], [0.026, 0.431, -0.527], [0.228, -0.169, 0.073], [0.267, 0.100, 0.147], [-0.659, -0.017, -0.917], [-0.133, 0.481, 0.214]], "mulliken_charge": [1.393, -0.115, 0.189, -0.534, -0.512, -0.118, 0.418, 0.319, -0.722, -0.460, 1.463, -0.481, 0.278, -0.237, 0.298, -0.725, -0.167, -0.231, -0.435, 0.545, -0.222, -0.941, -0.957, 0.379, 0.404, 0.209, 0.406, -1.170, 0.212, -0.298, -0.781, -0.166, -0.208, -1.389, 0.380, 0.520, 0.709, 0.481, -0.760, 0.568, -0.743, -0.546, -0.459, -0.851, 0.553, 0.149, 0.420, 0.381, 0.275, 0.519, 0.580, 0.008, 0.448, 0.341, 0.418, 0.432, 0.235, -0.317, -0.118, -0.292, -0.928, 0.036, -0.880, 0.220, -0.285, 0.479, -0.106, 0.668, 0.409, 0.440, 0.438, 0.345, 0.192], "homo_energy_ev": -7.91, "orbital_gap_ev": 7.74}

(2)
{"formula": "CH4N2S2", "method": "ωB97M-V/def2-TZVPD", "symbols": ["S", "C", "N", "N", "S", "H", "H", "H", "H"], "xyz": [[0.3063, 2.7973, 0.1603], [0.4775, 1.2103, -0.1536], [-0.4922, 0.2870, -0.4929], [-0.1102, -1.0349, -0.4408], [-0.3960, -1.7429, 1.0980], [1.3898, 0.7690, 0.0663], [-1.3963, 0.4658, -0.7149], [-0.5080, -1.5355, -1.2881], [0.7291, -1.2161, 1.7658]], "forces_ev_per_angstrom": [[-0.301, 0.008, -0.369], [-2.949, 0.325, 0.014], [4.510, 0.799, 0.505], [-0.268, -0.908, -1.352], [0.649, -0.034, 0.681], [1.668, -1.193, 0.009], [-3.119, 1.260, -0.438], [0.826, 0.360, 1.897], [-1.016, -0.619, -0.947]], "nbo_charge": [-0.102, -0.088, -0.430, -0.613, 0.146, 0.188, 0.383, 0.394, 0.121], "homo_energy_ev": -8.63, "orbital_gap_ev": 8.95, "smiles": "S=CNNS"}

Computed values of ΔE to the lowest compared entry with this formula, charge and spin (unit: eV) for the preceding records, in sequence: 1.451; 2.109.
Computed values of strongest force on any atom (unit: hartree/bohr) for the preceding records, in sequence: 0.0817; 0.0896.